The following is a DFT calculation (ωB97M-V/def2-TZVPD) of a structure of composition C19H45I2NOP3Ru in a non-equilibrium geometry.

Structure (XYZ):
```
72
Properties=species:S:1:pos:R:3:forces:R:3:lowdin_charge:R:1
I 0.2079 -1.5218 -2.3826 0.2 -0.1 -0.4 0.89
I -0.1128 2.4646 0.6188 0.0 0.6 -0.2 0.79
Ru -0.1388 -0.1176 0.6082 1.5 1.6 -0.4 0.45
P -2.2252 0.0316 -0.3958 -2.2 -0.3 0.4 0.62
C -2.3108 0.9375 -1.9784 0.7 -0.1 -0.1 -0.27
C -2.9988 -1.5896 -0.6758 0.2 0.0 0.0 -0.24
H -4.0133 -1.4503 -1.0714 0.2 0.0 0.0 0.08
H -4.4720 0.6211 0.3044 0.3 0.1 0.0 0.08
H -3.0513 -2.1378 0.2732 0.0 0.1 -0.2 0.06
H -3.3351 0.7215 1.6785 -0.1 0.1 -0.4 0.01
H -1.5545 0.5462 -2.6727 -0.5 0.4 0.1 -0.04
H -2.3964 -2.1636 -1.3917 -0.3 0.0 0.2 0.00
C -3.4635 0.9351 0.6093 0.2 -0.1 0.3 -0.23
H -3.3086 0.7992 -2.4156 0.1 0.0 0.2 0.09
H -3.3529 2.0142 0.4472 -0.1 -0.2 0.0 0.05
H -2.1218 2.0024 -1.7994 -0.1 -0.2 -0.1 0.04
P 2.4208 0.4337 -0.2262 0.8 0.0 0.4 0.70
C 2.5189 1.1818 -1.8794 -0.4 -0.1 0.0 -0.27
C 3.3948 1.5833 0.8107 -0.2 -0.1 0.2 -0.25
H 3.4006 -1.5644 0.7088 0.1 0.1 -0.3 0.06
H 4.4261 -0.8718 -0.5949 -0.2 -0.1 0.0 0.08
H 2.9268 -1.7933 -1.0008 0.3 0.1 0.2 0.01
C 3.3969 -1.1025 -0.2882 -0.4 -0.1 0.1 -0.24
H 3.1067 1.4942 1.8658 0.2 0.0 -0.3 0.01
H 4.4631 1.3448 0.7058 -0.3 0.1 0.0 0.08
H 3.5710 1.2167 -2.1937 -0.2 0.0 0.0 0.09
H 2.0962 2.1922 -1.8308 0.1 -0.2 -0.2 0.04
H 3.2037 2.6108 0.4789 0.1 -0.2 0.1 0.05
H 1.9334 0.5772 -2.5882 0.3 0.3 0.0 -0.03
C 0.2395 -1.9337 0.4941 1.0 -6.0 1.3 -0.51
O 0.5287 -3.0629 0.6217 -1.0 4.3 -0.8 0.11
C 1.2593 -2.8107 4.1479 0.2 0.0 0.0 -0.07
C -0.1313 -2.2657 4.5205 -0.1 -0.6 0.1 -0.59
C -1.1450 -3.0712 3.6859 -0.2 -0.1 -0.1 -0.07
C -0.3968 -2.5497 6.0132 -0.1 0.1 0.3 -0.05
P -0.2284 -0.4364 4.1395 -0.2 -0.1 -0.1 1.09
N -0.2322 -0.3076 2.4435 0.0 0.1 -0.2 -0.22
C -1.8586 0.3341 4.6124 -0.3 0.2 0.3 -0.59
C -2.0094 0.4373 6.1430 0.0 0.0 0.2 -0.04
C -1.9908 1.7487 4.0145 0.0 0.3 -0.1 -0.09
C -2.9822 -0.5431 4.0315 -0.2 -0.1 0.0 -0.08
C 1.2722 0.5202 4.7203 0.3 0.2 0.1 -0.59
C 1.0960 2.0054 4.3610 -0.1 0.3 -0.1 -0.08
C 1.4630 0.3890 6.2460 0.0 -0.1 0.2 -0.04
C 2.5403 0.0135 4.0084 0.2 -0.1 0.0 -0.09
H 1.2196 -3.9100 4.2051 0.0 0.4 0.0 0.11
H 2.0421 -2.4844 4.8428 -0.2 -0.1 -0.3 0.08
H 1.5232 -2.5554 3.1118 0.1 0.0 0.3 0.07
H -0.8910 -4.1368 3.7874 -0.1 0.3 0.0 0.12
H -2.1776 -2.9527 4.0229 0.3 -0.1 -0.2 0.07
H -1.0668 -2.8226 2.6225 -0.2 -0.1 0.1 0.05
H 0.2071 -1.9301 6.6877 -0.2 -0.2 -0.2 0.08
H -1.4565 -2.4384 6.2776 0.3 -0.1 -0.1 0.09
H -0.1265 -3.6001 6.2031 -0.1 0.3 -0.1 0.12
H -1.3131 1.1640 6.5806 -0.3 -0.2 -0.2 0.08
H -3.0289 0.7953 6.3502 0.3 -0.1 -0.1 0.12
H -1.8845 -0.5251 6.6523 -0.1 0.4 -0.1 0.08
H -1.6003 1.8003 2.9895 -0.2 0.1 0.2 -0.02
H -3.0554 2.0232 3.9806 0.3 -0.1 0.1 0.11
H -1.4875 2.5096 4.6204 -0.2 -0.3 -0.2 0.08
H -2.7609 -0.8481 3.0003 -0.1 -0.1 0.2 0.05
H -3.1724 -1.4306 4.6481 0.1 0.3 -0.2 0.09
H -3.9151 0.0396 4.0121 0.3 -0.1 0.1 0.11
H 0.3759 2.5104 5.0156 0.3 -0.2 -0.3 0.08
H 2.0601 2.5200 4.4952 -0.3 -0.2 0.0 0.11
H 0.8006 2.1359 3.3078 0.1 0.0 0.4 -0.01
H 1.7488 -0.6271 6.5476 0.0 0.3 -0.1 0.08
H 2.2851 1.0595 6.5411 -0.2 -0.2 -0.1 0.12
H 0.5755 0.6915 6.8155 0.3 -0.1 -0.1 0.08
H 2.9820 -0.8594 4.5010 -0.2 0.3 -0.2 0.08
H 2.3373 -0.2282 2.9574 0.2 0.0 0.1 0.04
H 3.3019 0.8067 4.0357 -0.3 -0.2 0.0 0.10
```
Forces are in eV/Å.

Frontier orbital gap (spin up / spin down): 6.44 / 5.79 eV
HOMO energy (spin up / spin down): -0.6433 / -0.6865 Eh
Lowest unoccupied orbital energy (spin up / spin down): -11.063 / -12.894 eV
Expectation value of S²: 6.050
Relative energy (zero: lowest compared OMol25 entry of this formula, charge and spin): 0.0 kJ/mol
2S+1: 5
Calculated total energy: -2594.2529 hartree
Total charge: +3